Entry 1:
A molecular structure, C6H12 in a non-equilibrium geometry, computed with ωB97M-V/def2-TZVPD.

Last column: Mulliken charge in e.
Element x y z (Å)
C -1.215 -0.134 1.503  -1.5821
C -0.168 -0.522 0.500  0.6314
C 0.756 -1.653 0.746  -0.8236
C 0.031 0.304 -0.557  0.8114
C -0.912 1.441 -0.812  -1.0583
C 1.281 0.245 -1.347  -1.2421
H -2.133 0.190 0.828  0.3237
H -1.533 -0.936 2.251  0.2817
H -0.955 0.775 2.037  0.3892
H -0.059 -3.065 0.830  0.2075
H 1.533 -1.237 2.177  0.1842
H 1.739 -1.598 -0.657  0.1891
H -1.524 1.669 0.353  0.2811
H -0.173 2.596 -1.133  0.2943
H -1.769 1.191 -1.857  0.2156
H 1.134 0.769 -2.318  0.4168
H 2.261 0.864 -0.902  0.2458
H 1.704 -0.899 -1.642  0.2345

Calculated values
E_HOMO = -8.32 eV
ΔE to the lowest compared entry with this formula, charge and spin = 1137.1 kJ/mol
Orbital gap = 8.446 eV
E_tot = -235.38512 Ha
Largest force on an atom = 5.192 eV Å⁻¹



Entry 2:
2 unconnected molecules or ions with the total composition C10H11N2S in a non-equilibrium geometry, computed with ωB97M-V/def2-TZVPD.

Last column: Mulliken charge in e.
Element x y z (Å)
C -2.809 0.866 0.898  -0.6171
C 2.603 0.038 0.961  -0.3173
C 1.619 0.924 0.531  -0.5500
C -3.580 -0.248 1.179  -0.3083
C -2.225 -0.641 -0.823  -0.4735
C 1.350 -0.871 -0.626  -0.2460
C -2.033 0.665 -0.294  1.0268
C -1.009 2.794 -1.113  -0.7527
C -1.211 1.577 -0.788  0.0884
C 3.120 -2.281 0.090  -0.7728
N 2.403 -1.095 0.156  0.0202
N 0.816 0.355 -0.410  -0.1340
S -3.261 -1.638 0.171  -0.0330
H -3.038 1.704 1.474  0.4286
H 3.374 -0.162 1.654  0.4395
H 1.478 1.855 1.024  0.3697
H -4.434 -0.229 1.836  0.4344
H -1.786 -1.020 -1.740  0.4970
H 0.805 -1.469 -1.374  0.3160
H -0.084 3.225 -1.467  0.3643
H -1.950 3.294 -1.522  0.2872
H 2.325 -2.902 -0.325  0.2637
H 3.999 -2.198 -0.516  0.3135
H 3.527 -2.542 1.025  0.3555

Calculated values
E_HOMO = -12.33 eV
Net charge = +1
ΔE to the lowest compared entry with this formula, charge and spin = 332.2 kJ/mol
Orbital gap = 7.179 eV
E_tot = -894.96640 Ha
Largest force on an atom = 4.142 eV Å⁻¹



Entry 3:
A molecular structure, C20H17BrN7O2S5Zr in a non-equilibrium geometry, computed with ωB97M-V/def2-TZVPD.

Last column: Mulliken charge in e.
Element x y z (Å)
Zr 1.077 1.766 -0.694  0.6228
O -0.819 2.485 -1.916  0.0015
C -1.358 1.883 -3.065  0.7444
C -2.491 2.488 -3.661  -1.0210
C -3.307 1.674 -4.486  -0.4452
C -2.864 0.333 -4.786  -0.7819
C -1.630 -0.099 -4.375  -0.4985
C -0.820 0.648 -3.487  0.5647
C 0.509 0.090 -3.025  -0.4691
O 1.355 1.100 -2.528  -0.5805
N 0.423 -0.941 -1.924  -0.5312
N 0.135 -0.333 -0.736  0.4360
C -0.394 -1.153 0.185  -0.6118
C -0.849 -0.709 1.390  0.3191
Br -0.728 1.340 1.603  -0.0318
C -1.477 -1.313 2.449  -0.6759
C -1.817 -2.726 2.613  0.5520
C -3.039 -3.021 3.226  -0.4173
C -3.483 -4.363 3.275  -0.7234
C -2.702 -5.307 2.570  -0.2236
C -1.592 -5.007 1.832  -0.7812
C -1.104 -3.721 1.946  -0.0705
H -1.386 3.107 -1.442  0.3295
H -2.779 3.504 -3.384  0.4503
H -4.152 2.115 -4.947  0.4352
H -3.595 -0.208 -5.387  0.3766
H -1.220 -1.012 -4.787  0.4480
H 1.064 -0.443 -3.799  0.4976
H -0.239 -1.674 -2.157  0.3666
H -0.458 -2.176 -0.059  0.7535
H -1.928 -0.637 3.199  0.3851
H -3.694 -2.256 3.660  0.3216
H -4.470 -4.578 3.761  0.3489
H -2.825 -6.401 2.726  0.3194
H -1.090 -5.782 1.240  0.3804
H -0.059 -3.494 1.643  0.5701
S 4.367 6.270 3.686  -0.2165
C 3.358 5.652 2.546  0.1068
S 4.032 5.299 1.022  -0.0708
C 2.624 4.596 0.211  0.1967
C 1.413 4.667 0.958  0.3185
S -0.079 4.209 0.318  -0.4806
S 1.620 5.360 2.546  -0.1016
S 2.768 3.672 -1.213  -0.2723
N 4.061 -1.115 3.086  -0.6418
N 3.636 -0.640 1.878  1.0947
N 4.437 -0.837 0.753  -0.6970
C 3.928 0.011 -0.088  -0.2679
N 2.757 0.640 0.396  0.0696
N 2.713 0.268 1.691  -0.5386
H 4.600 -1.993 2.935  0.3309
H 3.234 -1.361 3.675  0.3014
H 4.336 0.122 -1.071  0.5080

Calculated values
E_HOMO = -9.03 eV
Net charge = +1
ΔE to the lowest compared entry with this formula, charge and spin = 0.0 kJ/mol
Orbital gap = 4.364 eV
E_tot = -5917.83910 Ha
Largest force on an atom = 4.799 eV Å⁻¹



Entry 4:
A single C4H8N2 molecule in a non-equilibrium geometry, computed with ωB97M-V/def2-TZVPD.

Last column: Mulliken charge in e.
Element x y z (Å)
C 2.345 0.400 0.772  -0.7436
N 0.990 -0.122 0.732  -0.2209
C -0.003 0.446 0.025  0.0168
N -0.504 1.467 -0.522  -0.6201
C -0.983 0.107 -0.949  0.3572
C -2.266 -0.550 -0.519  -1.0618
H 2.545 0.946 -0.166  0.2646
H 3.003 -0.475 0.749  0.3052
H 2.529 1.067 1.628  0.2630
H 0.611 -0.841 1.334  0.2419
H -0.532 -0.236 -1.884  0.3038
H -3.112 -0.253 -1.144  0.3021
H -2.158 -1.647 -0.589  0.2552
H -2.466 -0.309 0.534  0.3364

Calculated values
E_HOMO = -8.62 eV
ΔE to the lowest compared entry with this formula, charge and spin = 223.3 kJ/mol
Orbital gap = 9.541 eV
E_tot = -266.63696 Ha
Largest force on an atom = 1.404 eV Å⁻¹
Structure (SMILES) = CNC1=N[C@@H]1C



Entry 5:
11 unconnected molecules or ions with the total composition BH24O10 in a non-equilibrium geometry, computed with ωB97M-V/def2-TZVPD.

Last column: Mulliken charge in e.
Element x y z (Å)
B -26.664 -7.175 3.114  0.5436
H -27.223 -8.212 3.503  -0.2664
H -25.519 -7.376 2.828  -0.2259
H -27.326 -6.696 2.160  -0.3282
H -26.713 -6.409 4.024  -0.4804
O -28.648 -8.785 0.502  -0.7045
H -28.600 -9.472 1.228  0.2986
H -28.085 -8.120 0.912  0.2921
O -29.474 -6.070 4.449  -0.5967
H -28.588 -5.788 4.345  0.2237
H -29.853 -5.283 4.831  0.2910
O -25.607 -8.170 5.932  -0.7118
H -26.018 -8.105 5.089  0.4092
H -25.272 -7.284 6.011  0.3442
O -22.578 -6.779 3.019  -0.5771
H -22.758 -7.211 3.895  0.2953
H -21.684 -6.445 3.036  0.2455
O -24.033 -5.686 0.712  -0.6773
H -23.636 -5.904 1.536  0.3289
H -24.981 -5.878 0.706  0.3143
O -24.531 -4.489 3.360  -0.5866
H -25.358 -4.885 3.590  0.1400
H -24.872 -3.646 3.189  0.2895
O -23.860 -5.885 5.558  -0.6496
H -22.927 -5.886 5.711  0.2905
H -23.938 -5.730 4.634  0.4773
O -27.818 -3.609 2.343  -0.5999
H -27.498 -3.308 3.249  0.2894
H -27.023 -3.811 1.856  0.2980
O -26.095 -10.863 2.616  -0.6567
H -26.252 -10.051 2.961  0.3760
H -26.982 -11.183 2.693  0.3030
O -25.346 -9.306 0.158  -0.6230
H -24.569 -9.289 0.741  0.2946
H -25.915 -9.993 0.540  0.3394

Calculated values
E_HOMO = -6.41 eV
Net charge = -1
ΔE to the lowest compared entry with this formula, charge and spin = 175.1 kJ/mol
Orbital gap = 8.925 eV
E_tot = -791.62765 Ha
Largest force on an atom = 5.133 eV Å⁻¹



Entry 6:
A gas-phase ion, C4H12NS2 (charge +1) in a non-equilibrium geometry, computed with ωB97M-V/def2-TZVPD.

Last column: Mulliken charge in e.
Element x y z (Å)
C 1.387 -2.304 -1.220  -1.0940
C 1.572 -1.390 0.018  -0.2756
S 1.741 0.349 -0.536  -0.0948
S 1.340 1.533 0.976  0.0370
C -0.380 1.120 1.442  -0.9041
C -1.455 1.772 0.627  -0.3669
N -1.661 1.069 -0.689  -0.2225
H 2.364 -2.638 -1.589  0.3496
H 0.935 -1.793 -2.048  0.3192
H 0.778 -3.164 -0.910  0.3218
H 2.408 -1.811 0.586  0.4285
H 0.756 -1.418 0.730  0.1211
H -0.502 0.012 1.446  0.3141
H -0.448 1.361 2.497  0.4023
H -2.402 1.831 1.172  0.3467
H -1.205 2.841 0.503  0.3262
H -1.216 0.147 -0.719  0.2248
H -2.669 0.905 -0.765  0.3887
H -1.343 1.576 -1.521  0.3779

Calculated values
E_HOMO = -12.25 eV
Net charge = +1
ΔE to the lowest compared entry with this formula, charge and spin = 59.1 kJ/mol
Orbital gap = 8.571 eV
E_tot = -1010.47299 Ha
Largest force on an atom = 2.208 eV Å⁻¹
Structure (SMILES) = CCSSCC[NH3+]



Question: The highest orbital gap belongs to which entry?
Answer: C4H8N2